[1]
CH3INP | ωB97M-V/def2-TZVPD

Summary:
structure (SMILES): [H]/P=N/CI
charge: 0
E_LUMO: -0.906 eV

Each line ends with the natural charge from an NBO analysis.
CARTESIAN COORDINATES (ANGSTROEM)
C: 0.4346 0.6529 -0.0190  -0.26
N: -0.3201 -0.5219 -0.0500  -0.84
P: -1.8794 -0.6268 -0.0585  0.82
I: 2.5843 0.0115 -0.0426  -0.06
H: 0.4653 1.1975 -0.8789  0.20
H: 0.4696 1.2488 0.8103  0.21
H: -1.7543 -1.9619 0.2388  -0.08

Atomic forces in eV per Å
1.77 -3.04 -0.77
-0.02 0.79 0.85
0.10 0.56 0.06
-0.03 0.18 0.06
-0.38 1.60 -2.39
-0.61 1.23 2.30
-0.82 -1.32 -0.12

[2]
C4H6N4O | ωB97M-V/def2-TZVPD

Summary:
structure (SMILES): C=Nn1ncc(N)c1O
charge: 0
E_LUMO: 0.434 eV

Each line ends with the natural charge from an NBO analysis.
CARTESIAN COORDINATES (ANGSTROEM)
C: 1.4414 0.2911 0.0336  -0.07
C: 0.9799 1.5485 -0.1069  -0.06
C: -2.9767 -0.3724 -0.0973  -0.09
C: 0.1327 -0.3278 0.0964  0.44
H: 3.5850 -0.2281 -0.4878  0.42
H: 2.9355 -0.7984 1.0231  0.37
H: 1.3328 2.6139 0.1596  0.23
H: -3.9955 -0.1514 0.0701  0.17
H: -2.7525 -1.4536 -0.1943  0.21
H: 0.5980 -2.0781 -0.2012  0.49
N: 2.5945 -0.4584 -0.0260  -0.88
N: -0.2743 1.7173 -0.2382  -0.27
N: -0.9891 0.5185 -0.0988  -0.14
N: -2.3056 0.7312 0.2359  -0.16
O: -0.3062 -1.5523 -0.1683  -0.66

Atomic forces in eV per Å
-3.71 -2.95 0.27
1.49 6.16 0.46
-0.23 2.29 2.50
-2.16 -0.26 -1.42
-3.70 0.21 0.92
-1.22 1.18 -3.45
0.86 -1.97 -1.10
-1.34 -0.24 0.09
0.84 1.12 -0.60
-2.63 0.76 -0.05
5.19 -2.34 3.21
-4.31 1.17 0.86
7.21 3.63 0.42
-0.59 -4.92 -2.69
4.29 -3.86 0.58

How do the records compare in orbital gap? In the order shown, they have 8.05, 8.38 eV.